78
Properties=species:S:1:pos:R:3:forces:R:3:mulliken_charge:R:1 method="wB97M-V/def2-TZVPD" homo_lumo_gap_ev=7.833 e_homo_ev=-7.39 relative_energy_ev=0.0000 multiplicity=1 largest_force_ev_per_a=1.5
C -2.954 -3.353 -1.331 -0.25 0.03 0.06 -1.29
C -1.877 -4.332 -1.687 0.31 -0.66 -0.55 0.22
H -3.668 -3.249 -2.154 0.09 0.10 0.24 0.38
H -2.524 -2.367 -1.108 -0.08 -0.20 -0.05 0.16
H -3.521 -3.681 -0.443 0.18 0.10 -0.20 0.26
C -1.990 -5.247 -2.661 -0.04 0.45 0.57 0.12
C -3.240 -5.492 -3.442 -0.18 -0.16 -0.56 -1.39
H -1.138 -5.874 -2.923 -0.17 0.04 0.32 0.31
H -3.753 -4.566 -3.731 0.10 -0.22 0.05 0.37
H -3.964 -6.110 -2.887 0.22 0.16 -0.09 0.27
H -2.984 -6.039 -4.359 -0.23 0.14 0.15 0.36
Al -0.594 3.006 1.201 -1.06 0.81 0.00 0.50
Cl -0.890 3.483 3.309 0.10 -0.21 0.43 -0.42
Cl -1.886 1.305 0.702 -0.14 0.35 0.22 -0.33
C 1.272 1.421 2.534 -0.02 0.61 -0.95 0.12
O 1.035 2.127 1.504 0.64 -0.77 1.15 -0.22
N 2.432 0.814 2.724 -0.14 -0.21 -0.33 0.26
C 3.539 0.990 1.781 0.06 -0.19 -0.06 -0.90
C 2.518 -0.267 3.709 -0.16 0.17 0.08 -0.77
H 0.522 1.317 3.323 0.02 -0.09 -0.19 0.28
H 3.482 1.978 1.320 -0.07 -0.19 0.11 0.27
H 3.525 0.218 0.994 -0.10 0.25 0.24 0.17
H 4.479 0.893 2.335 -0.20 0.06 -0.08 0.46
H 1.661 -0.157 4.386 0.35 -0.17 -0.07 0.30
H 3.456 -0.188 4.270 -0.25 0.00 -0.10 0.31
H 2.463 -1.255 3.219 0.07 0.42 0.11 0.23
H -3.310 3.654 -2.296 0.47 0.14 0.18 0.30
H -1.403 1.711 -2.016 0.15 0.21 -0.19 0.26
C -2.495 4.329 -2.604 0.16 0.44 -0.52 -0.92
C -0.869 2.454 -2.628 -0.17 -0.29 0.34 -0.98
N -1.192 3.812 -2.198 0.42 -0.22 0.44 0.24
H -2.654 5.305 -2.142 -0.04 -0.16 -0.06 0.35
C -0.538 4.335 -1.159 -0.26 -0.38 0.42 -0.24
O 0.186 3.633 -0.370 -0.13 0.24 -1.19 -0.23
H 0.209 2.302 -2.519 -0.25 -0.06 -0.04 0.32
H -0.591 5.421 -1.022 -0.04 -0.36 -0.08 0.47
H -2.525 4.418 -3.696 0.00 0.06 0.16 0.33
H -1.163 2.346 -3.676 0.08 0.07 0.16 0.37
O 0.112 -3.085 -1.403 0.09 -0.08 -0.25 -0.24
C -0.598 -4.197 -0.881 0.24 0.35 -0.04 0.10
C 1.190 -5.814 -1.757 -0.04 -0.28 0.32 0.07
C 0.227 -5.477 -0.808 -0.26 0.29 0.19 0.22
H 1.423 -5.113 -2.559 -0.03 -0.17 0.21 0.47
C 1.823 -7.061 -1.672 -0.13 0.04 0.08 -0.78
H -0.929 -3.965 0.139 0.14 0.00 0.15 0.42
C -0.085 -6.355 0.238 0.16 -0.01 -0.48 -0.45
H 2.579 -7.326 -2.414 -0.23 0.01 0.25 0.39
C 1.473 -7.968 -0.663 -0.04 0.09 -0.04 -0.41
C 0.513 -7.610 0.295 0.12 0.00 -0.11 -0.64
H -0.835 -6.032 0.964 0.23 -0.28 -0.12 0.37
H 1.943 -8.959 -0.631 -0.19 0.48 0.02 0.37
H 0.220 -8.311 1.079 0.19 0.17 -0.21 0.39
Si 1.234 -1.973 -0.875 -0.31 -0.82 -0.57 -0.19
Cl -2.303 4.624 0.708 -0.15 0.03 0.18 -0.45
C 2.415 -1.753 -2.302 0.11 0.00 -0.10 -1.03
C 2.154 -2.736 0.558 0.15 0.04 0.28 -0.97
C 0.319 -0.413 -0.527 0.21 -0.06 0.21 -0.66
H 2.741 -2.726 -2.693 -0.02 0.18 0.10 0.27
H 3.307 -1.198 -1.981 -0.12 -0.04 -0.14 0.32
H 1.936 -1.205 -3.124 0.12 -0.07 0.15 0.32
H -0.298 -0.128 -1.393 0.21 -0.17 0.27 0.07
H 0.969 0.436 -0.279 -0.16 -0.13 -0.08 0.30
H -0.364 -0.558 0.320 0.22 0.04 -0.28 0.29
H 2.535 -3.726 0.271 -0.08 0.23 0.03 0.33
H 1.511 -2.872 1.436 0.11 0.03 -0.08 0.32
H 3.015 -2.115 0.840 -0.11 -0.14 0.06 0.46
S 1.302 5.809 1.807 0.35 -0.06 -0.32 -0.35
C 0.257 6.929 2.457 0.04 -0.03 -1.07 0.26
N -0.429 7.776 1.603 -0.31 0.30 0.63 -0.03
C -1.289 8.746 2.034 0.05 -0.18 0.53 -0.21
C -1.515 8.915 3.386 -0.11 0.26 -1.06 -0.57
C -0.859 8.058 4.291 0.65 -0.76 -0.16 -0.17
C 0.010 7.083 3.833 -0.67 0.56 0.99 -0.52
H -0.276 7.633 0.604 -0.01 -0.02 0.56 0.21
H -1.766 9.338 1.250 0.16 -0.20 0.39 0.37
H -2.193 9.695 3.730 0.18 -0.25 -0.14 0.37
H -1.043 8.160 5.359 0.04 -0.02 -0.20 0.37
H 0.519 6.381 4.499 -0.27 0.38 -0.24 0.34